Record 1
Density functional theory data (ωB97M-V/def2-TZVPD) for one molecule with the formula C4H11NO at a distorted geometry.

lowest unoccupied orbital energy = 0.96 eV
E_HOMO = -8.342 eV
energy relative to the best compared isomer or geometry (same formula, charge and spin) = 4.755 eV
frontier orbital gap = 0.342 hartree
net charge = 0
DFT total energy = -7859.7987 eV

Last column: Mulliken charge in e.
Atoms and positions in Å:
H1 -0.15232 0.98445 2.94983  0.37
H2 -2.23518 0.06159 -0.29320  0.22
C1 1.07201 -0.48433 -1.06883  -0.22
H3 -2.45768 -1.27884 -1.22470  0.27
H4 0.19599 1.44115 0.63849  0.27
H5 -0.26629 -0.41041 2.09195  0.30
C2 0.98034 0.76110 1.02107  -0.33
O1 1.33455 -0.54664 0.25815  -0.34
H6 1.81987 0.33413 -1.32850  0.26
H7 -0.43613 -0.75067 -2.44956  0.20
C3 -1.98368 -0.27123 -1.37775  -0.71
H8 1.17799 -0.27517 2.97932  0.30
H9 1.88490 1.39947 0.67005  0.31
H10 1.36197 -1.46800 -1.60019  0.22
H11 -2.36312 0.38302 -2.13343  0.32
N1 -0.40769 -0.16968 -1.55293  -0.42
C4 0.47446 0.29006 2.42025  -1.03

Forces on the atoms, in the same order (eV/Å):
H 0.5 0.8 0.4
H 0.3 0.5 -1.9
C -0.5 0.1 -0.9
H 0.8 0.4 -1.3
H -0.3 -1.3 -0.7
H -0.5 -0.8 -0.2
C 1.5 -0.1 -1.4
O -2.2 0.8 2.8
H -1.5 -0.4 -1.4
H 0.8 1.4 1.3
C 2.0 -0.5 5.2
H 0.7 0.0 0.7
H -0.8 -0.9 2.0
H -0.3 1.5 1.1
H -0.4 0.0 -0.2
N -0.4 -1.7 -3.4
C 0.3 0.2 -2.2


Record 2
Density functional theory data (ωB97M-V/def2-TZVPD) for a 2-piece molecular cluster, C3H11N2O overall at a distorted geometry.

lowest unoccupied orbital energy = -4.40 eV
E_HOMO = -15.133 eV
energy relative to the best compared isomer or geometry (same formula, charge and spin) = 1.511 eV
frontier orbital gap = 0.395 hartree
net charge = +1
DFT total energy = -8310.2810 eV

Last column: Mulliken charge in e.
Atoms and positions in Å:
H1 -2.49995 -0.67138 -3.74535  0.32
H2 0.19244 0.59010 -1.78322  0.25
H3 -0.30857 1.62109 1.63555  0.28
N1 0.55397 0.24447 -0.90233  -0.19
O1 -1.66706 -0.22168 -3.66846  -0.62
C1 1.06691 -0.00462 1.98673  -0.50
C2 0.31157 1.24128 2.45852  -0.93
H4 1.95769 0.29439 1.42834  0.31
H5 -0.84550 -1.20347 -0.61602  0.43
H6 0.46481 -1.82831 1.11607  0.29
H7 1.35548 0.62814 -0.42743  0.21
H8 1.37221 -0.62461 2.83137  0.36
H9 0.98832 1.94293 2.91946  0.34
H10 -1.36180 -0.20103 -4.59376  0.32
N2 0.20183 -0.84394 1.13655  -0.20
H11 -0.47967 1.04369 3.18084  0.34
C3 -0.17113 -0.51989 -0.11270  0.00

Forces on the atoms, in the same order (eV/Å):
H -0.7 -0.3 0.1
H 0.2 -0.1 -0.1
H 0.7 0.6 -0.1
N -1.3 0.4 1.5
O 0.9 0.2 -0.5
C -0.2 0.3 0.0
C -1.0 -0.6 -0.3
H 0.2 -0.1 0.2
H -0.6 0.3 0.1
H -0.9 -0.2 0.7
H 0.2 0.7 -0.6
H 0.1 0.1 -0.2
H 0.1 0.5 -0.3
H 0.0 0.1 0.5
N 0.1 0.0 -0.5
H 0.3 -0.5 0.3
C 1.9 -1.4 -1.0


Record 3
Density functional theory data (ωB97M-V/def2-TZVPD) for C12H23HoN2O2P2S as an isolated structure at a distorted geometry.

lowest unoccupied orbital energy (spin up / spin down) = -6.97 / -6.90 eV
E_HOMO (spin up / spin down) = -13.581 / -13.596 eV
energy relative to the best compared isomer or geometry (same formula, charge and spin) = 0.000 eV
multiplicity = 5
frontier orbital gap (spin up / spin down) = 0.243 / 0.246 hartree
net charge = +2
expectation value of S² = 6.005
DFT total energy = -75089.9934 eV

Last column: Mulliken charge in e.
Atoms and positions in Å:
C1 -1.77084 3.94114 0.35347  -1.17
H1 -2.19665 2.15003 2.89160  0.37
C2 3.99249 1.19851 1.89613  -0.49
Ho1 0.18981 0.42097 -1.33770  1.05
H2 -1.38580 4.35446 -0.58857  0.36
C3 3.04240 2.17212 1.57345  -0.86
C4 3.71972 -0.12511 1.55275  -0.68
H3 -0.42838 1.98970 3.13562  0.36
C5 2.57796 -0.41507 0.81255  0.41
P1 1.18406 -2.30084 -0.99197  0.66
O1 1.28242 1.34039 -3.36191  -0.60
C6 -2.56326 -0.88922 0.31581  0.43
H4 3.21409 3.20973 1.90709  0.46
H5 1.04040 1.04616 -4.28184  0.36
C7 0.98111 -4.07604 -0.59885  -1.14
H6 1.97203 -4.53814 -0.68409  0.38
H7 0.29767 -4.58033 -1.30161  0.37
N1 1.67643 0.54477 0.39728  0.11
C8 0.78080 2.85206 0.71451  -1.58
C9 2.33562 -1.84938 0.41951  -1.04
H8 2.02874 -2.45642 1.29610  0.50
N2 -1.66705 -0.58677 -0.44773  -0.65
H9 3.11902 -3.27137 -1.87231  0.47
H10 -2.86665 3.84503 0.26687  0.38
H11 3.28215 -2.28382 0.05645  0.54
H12 2.16191 -2.54299 -3.22630  0.33
H13 0.93541 3.42014 -0.23687  0.44
H14 1.40881 2.31553 -3.38372  0.35
O2 0.35555 -1.03062 -4.38406  -0.55
C10 -1.20737 2.50320 2.56231  -1.25
C11 2.53308 -2.40883 -2.20512  -1.35
S1 -3.76145 -1.24869 1.31179  -0.27
H15 3.17377 -1.52381 -2.16451  0.41
H16 0.77558 3.56530 1.55908  0.57
P2 -1.01706 2.30454 0.73555  0.73
C12 1.86925 1.80653 0.92514  0.80
H17 -1.12084 3.57680 2.77638  0.46
H18 -1.53849 4.63574 1.17257  0.37
H19 -0.62180 -1.14012 -4.37693  0.32
H20 4.42942 -0.91182 1.87396  0.45
H21 0.64323 -1.33617 -5.26999  0.29
H22 0.63434 -4.24260 0.43150  0.40
H23 4.90928 1.46679 2.40717  0.47

Forces on the atoms, in the same order (eV/Å):
C -0.2 0.1 -0.5
H 0.4 0.1 0.0
C -0.6 -0.2 -0.5
Ho -2.5 -1.8 1.1
H -0.2 -0.1 0.2
C 0.1 0.1 0.6
C 0.4 0.2 0.3
H -0.2 -0.2 -0.2
C -0.4 -0.2 -0.8
P 1.0 0.7 0.5
O -0.7 0.7 -0.1
C 0.4 0.3 -0.6
H -0.3 -0.6 -0.3
H 0.3 0.1 1.1
C -0.6 -0.4 0.1
H -0.2 0.1 0.0
H 0.2 0.3 0.3
N 1.5 0.3 1.8
C -0.1 0.5 -0.3
C 0.0 -0.8 0.0
H 0.1 0.5 -0.3
N 0.2 0.1 0.1
H 0.2 0.2 -0.5
H 0.5 0.0 0.1
H -0.1 0.1 0.6
H 0.2 -0.1 0.2
H 0.1 -0.2 0.6
H 0.1 -0.8 -0.3
O -0.8 0.1 -0.3
C -0.4 -0.8 0.4
C 0.0 -0.2 -0.5
S 1.0 0.3 -0.7
H -0.1 0.0 -0.1
H 0.6 0.0 -0.6
P 0.7 1.0 0.3
C -0.1 0.3 -0.6
H 0.0 -0.3 -0.1
H -0.1 -0.1 -0.4
H 0.8 -0.1 -0.3
H -0.7 0.4 -0.4
H -0.3 0.1 0.6
H -0.1 0.2 -0.4
H -0.1 0.0 0.0